No. 1
Here is 4 unconnected molecules or ions with the total composition C16H23F4NO5S3 from the OMol25 dataset. Energies are from wB97M-V/def2-TZVPD.

Properties
HOMO level (Ha): -0.320
DFT total energy (eV): -72066.3030
Net charge: 0
Frontier orbital gap (eV): 7.77

XYZ file:
```
52
C16H23F4NO5S3 | the OMol25 dataset | wB97M-V/def2-TZVPD
O 0.809 0.434 -1.034
C 1.131 -0.671 -1.343
C 2.372 -1.111 -2.028
C 3.596 -0.478 -2.128
C 4.606 -1.161 -2.795
C 4.374 -2.422 -3.360
C 3.134 -3.039 -3.268
C 2.143 -2.363 -2.584
C 0.742 -2.762 -2.267
O 0.049 -3.576 -2.798
N 0.291 -1.850 -1.230
C -0.105 -2.349 0.046
F -1.311 -2.944 -0.044
F -0.227 -1.303 0.885
C 0.916 -3.379 0.659
F 0.309 -4.561 0.871
F 1.370 -2.909 1.839
H 3.747 0.507 -1.699
H 5.580 -0.696 -2.864
H 5.187 -2.925 -3.867
H 2.942 -4.014 -3.696
H 1.779 -3.541 0.007
C -2.529 1.161 3.308
S -0.975 1.694 2.595
O -0.721 3.090 3.051
C -1.554 1.793 0.902
H -2.391 1.085 4.385
H -3.307 1.889 3.082
H -2.801 0.188 2.902
H -2.393 2.488 0.850
H -1.850 0.798 0.572
H -0.729 2.149 0.288
C 2.695 1.721 1.456
S 2.642 3.154 0.378
O 3.829 3.055 -0.518
C 3.025 4.353 1.655
H 2.520 0.836 0.849
H 3.675 1.656 1.930
H 1.910 1.804 2.207
H 3.979 4.099 2.118
H 2.221 4.351 2.392
H 3.090 5.330 1.181
C -6.389 0.826 -0.718
S -5.866 -0.326 0.556
O -5.461 0.490 1.731
C -4.361 -0.851 -0.275
H -7.304 1.303 -0.374
H -5.614 1.577 -0.869
H -6.583 0.281 -1.642
H -3.732 0.018 -0.468
H -4.618 -1.352 -1.208
H -3.843 -1.549 0.381
```

Results of the Mulliken charge analysis, in e, for atoms 1 through 2: O -0.438; C -0.196


No. 2
Here is 3 unconnected molecules or ions with the total composition C16H23F9O6S2 from the OMol25 dataset. Energies are from wB97M-V/def2-TZVPD.

Properties
HOMO level (Ha): -0.381
DFT total energy (eV): -75377.6877
Net charge: 0
Frontier orbital gap (eV): 11.01

XYZ file:
```
56
C16H23F9O6S2 | the OMol25 dataset | wB97M-V/def2-TZVPD
O 4.861 -0.030 2.199
C 3.919 0.653 1.912
O 3.975 1.698 1.056
C 2.829 1.759 0.177
C 2.498 3.213 -0.090
C 2.022 4.027 1.117
C 0.825 3.557 1.921
F 1.115 2.426 2.633
F 0.548 4.530 2.848
C -0.537 3.357 1.158
F -0.571 4.279 0.157
F -1.551 3.626 2.009
C -0.869 1.972 0.512
F -0.500 0.953 1.312
F -0.209 1.869 -0.669
C -2.384 1.778 0.208
F -2.883 2.828 -0.440
F -2.517 0.703 -0.561
F -3.079 1.588 1.317
H 2.928 0.510 2.368
H 2.011 1.195 0.624
H 3.102 1.256 -0.754
H 1.797 3.304 -0.921
H 3.426 3.685 -0.429
H 1.817 5.054 0.810
H 2.835 4.076 1.849
C -4.577 0.480 -3.543
C -5.590 -0.358 -4.336
C -4.833 -1.006 -5.503
S -3.132 -1.196 -4.946
O -2.287 -0.358 -5.759
O -2.826 -2.593 -4.773
C -3.356 -0.412 -3.353
H -4.981 0.806 -2.586
H -4.301 1.370 -4.113
H -6.006 -1.134 -3.690
H -6.420 0.247 -4.698
H -5.215 -1.987 -5.769
H -4.810 -0.366 -6.382
H -2.447 0.124 -3.096
H -3.543 -1.201 -2.625
C 2.851 -4.091 4.090
C 3.153 -4.937 2.845
C 2.241 -4.436 1.717
S 1.928 -2.702 2.072
O 0.523 -2.524 2.344
O 2.590 -1.873 1.097
C 2.832 -2.642 3.614
H 3.594 -4.240 4.871
H 1.875 -4.361 4.498
H 4.198 -4.804 2.559
H 2.995 -5.998 3.029
H 2.699 -4.504 0.734
H 1.276 -4.939 1.712
H 2.325 -1.955 4.288
H 3.832 -2.272 3.383
```

Results of the Mulliken charge analysis, in e, for atoms 1 through 2: O -0.519; C 0.263


No. 3
Here is a molecular structure, C16H23IrN3OS5 at a distorted geometry from the OMol25 dataset. Energies are from wB97M-V/def2-TZVPD.

Properties
HOMO level (spin up / spin down) (Ha): -0.471 / -0.499
Relative energy (zero: lowest compared OMol25 entry of this formula, charge and spin) (kcal/mol): 41.7
DFT total energy (eV): -80481.9312
Net charge: +2
Frontier orbital gap (spin up / spin down) (eV): 5.59 / 6.34
2S+1: 2
<S²>: 0.851

XYZ file:
```
49
C16H23IrN3OS5 | the OMol25 dataset | wB97M-V/def2-TZVPD
Ir 0.145 -0.762 1.182
C 3.315 -0.068 -0.097
C 3.049 0.825 1.093
S 2.271 -0.152 2.423
C 1.722 1.171 3.552
C 0.428 0.805 4.240
S -0.966 0.397 3.151
C -1.334 1.987 2.329
C -2.355 1.736 1.234
S -1.913 0.426 0.045
C -0.737 1.314 -1.047
C 1.253 0.007 -2.108
S 1.869 -1.016 -0.705
H 4.040 -0.841 0.160
H 3.714 0.507 -0.932
H 2.390 1.651 0.848
H 3.992 1.217 1.478
H 1.647 2.101 2.989
H 2.501 1.280 4.308
H 0.104 1.618 4.890
H 0.542 -0.094 4.848
H -0.416 2.414 1.942
H -1.762 2.659 3.075
H -2.567 2.646 0.673
H -3.288 1.376 1.669
H 0.649 2.638 -0.642
H -1.296 2.153 -1.466
H 1.876 0.899 -2.138
H 1.485 -0.591 -2.989
N -0.893 -5.111 1.572
C -0.633 -3.856 1.206
S 0.061 -2.814 2.439
N -0.902 -3.486 -0.002
N -0.671 -2.241 -0.410
C -1.179 -1.981 -1.597
C -1.115 -0.844 -2.428
C -1.948 -0.917 -3.563
C -2.006 0.049 -4.532
C -1.124 1.171 -4.467
C -0.282 1.310 -3.434
C -0.242 0.389 -2.228
O 0.321 1.813 -0.252
H -0.705 -5.439 2.502
H -1.299 -5.744 0.904
H -1.760 -2.801 -2.009
H -2.577 -1.792 -3.670
H -2.694 -0.053 -5.359
H -1.125 1.899 -5.267
H 0.411 2.146 -3.410
```

Results of the Mulliken charge analysis, in e, for atoms 1 through 2: Ir 0.652; C -0.838


No. 4
Here is a molecular structure, C16H23MoN2O4 from the OMol25 dataset. Energies are from wB97M-V/def2-TZVPD.

Properties
HOMO level (spin up / spin down) (Ha): -0.422 / -0.437
Relative energy (zero: lowest compared OMol25 entry of this formula, charge and spin) (kcal/mol): 1.7
DFT total energy (eV): -29985.0053
Net charge: +1
Frontier orbital gap (spin up / spin down) (eV): 7.62 / 7.77
2S+1: 3
<S²>: 2.019

XYZ file:
```
46
C16H23MoN2O4 | the OMol25 dataset | wB97M-V/def2-TZVPD
Mo -0.205 0.814 -0.078
O -2.669 -0.931 -2.774
C -1.527 -0.869 -2.403
O -1.221 -0.365 -1.203
C -0.355 -1.257 -3.247
C 0.946 -1.285 -2.752
C 1.996 -1.648 -3.580
C 1.751 -1.986 -4.903
C 0.454 -1.966 -5.398
C -0.598 -1.605 -4.573
H 1.146 -1.065 -1.711
H 3.005 -1.679 -3.189
H 2.570 -2.273 -5.547
H 0.263 -2.236 -6.427
H -1.616 -1.589 -4.937
C -4.205 3.576 -2.305
N -3.117 4.022 -1.420
C -3.159 5.381 -0.878
C -2.204 3.184 -1.073
N -1.394 2.404 -0.778
H -4.274 4.256 -3.152
H -5.145 3.573 -1.755
H -3.993 2.571 -2.663
H -3.238 6.089 -1.702
H -2.247 5.581 -0.322
H -4.019 5.492 -0.218
C 3.334 0.711 -0.674
C 2.790 1.784 0.262
C 3.231 3.175 -0.170
C 3.161 1.500 1.711
O 1.356 1.762 0.161
H 4.416 0.634 -0.567
H 3.111 0.957 -1.714
H 2.901 -0.261 -0.429
H 4.318 3.217 -0.239
H 2.903 3.923 0.552
H 2.815 3.414 -1.148
H 4.243 1.550 1.839
H 2.832 0.502 2.003
H 2.707 2.240 2.371
C -0.886 -1.047 2.716
C -0.291 -0.503 1.485
O 0.695 -0.894 0.875
H -0.272 -1.838 3.143
H -1.875 -1.433 2.456
H -1.039 -0.236 3.428
```

Results of the Mulliken charge analysis, in e, for atoms 1 through 2: Mo 1.256; O -0.604